The following is a quantum chemistry calculation of C32H46NPPt as an isolated structure in a non-equilibrium geometry, from OMol25.

Electronic energy in Ha: -1762.41908
Strongest force on any atom in eV Å⁻¹: 2.46

```
81
Properties=species:S:1:pos:R:3:forces:R:3
Pt 0.28783 0.77718 0.44670 -1.6 0.5 0.2
P -2.00577 0.75798 -0.22720 0.7 -0.9 -0.6
N 0.21123 -1.16782 -0.31780 -0.1 1.5 0.5
C -2.40617 1.75948 -1.74150 0.4 0.1 0.4
C 0.70143 1.44148 3.63550 0.0 0.1 -0.2
C -4.56477 -3.37592 -2.44890 0.0 -0.1 0.1
C -2.53867 3.23118 -1.37090 -0.1 -0.2 0.0
C 0.72263 2.89778 1.49190 -0.8 -1.6 0.0
C -0.34677 3.83798 1.96120 0.0 -0.2 -0.1
C 1.40753 -1.87162 -0.23770 0.8 -0.6 0.1
C -0.93527 -1.72312 -0.74620 -0.3 0.2 -0.2
C 1.59403 4.16238 -0.62320 -0.1 -0.2 0.0
C -3.44627 1.01118 0.94600 0.8 0.2 0.2
C 1.57033 3.04188 0.36720 2.1 -0.6 -0.5
C -1.00927 -3.06412 -1.18100 0.1 -0.2 0.0
C 2.59233 2.03708 0.45060 -1.2 1.8 -1.2
C 0.68443 -2.80412 1.96880 0.0 0.1 0.0
C 1.18963 1.77578 2.25700 0.9 0.3 0.6
C 3.84513 -3.23632 -0.09960 0.0 0.0 0.0
C 3.79063 1.95028 -0.43450 -0.2 -0.1 0.1
C -3.31787 -2.80032 -1.84340 -0.3 0.3 -0.1
C 1.68643 -2.70452 0.85910 -0.2 0.4 -0.2
C -3.27027 -1.48692 -1.39990 0.0 -0.4 -0.2
C 2.37223 1.26738 1.61380 -1.6 -0.8 0.8
C 3.57463 -2.37302 -1.15430 0.0 -0.1 0.1
C -2.12297 -0.94712 -0.83740 0.5 0.2 0.5
C 2.89763 -3.37262 0.90580 0.1 -0.1 -0.1
C -2.16917 -3.57852 -1.70560 0.0 0.2 0.1
C -4.86237 0.95028 0.38320 0.3 0.1 -0.2
C 3.35383 0.28288 2.16950 -0.2 0.1 -0.1
C 2.37453 -1.69052 -1.23940 -0.3 0.1 0.2
C 2.07493 -0.73412 -2.35380 0.0 0.1 0.1
C 5.15403 -3.96602 -0.03290 0.0 0.1 0.0
C -1.24757 1.54628 -2.70930 0.0 0.0 0.0
C -3.25757 0.03158 2.09920 0.1 0.1 0.0
H -0.12277 -3.67852 -1.11140 0.1 -0.1 0.0
H -0.30667 1.78028 -2.20240 0.0 0.0 -0.1
H -0.46847 4.66968 1.27220 -0.1 0.1 0.0
H 4.15303 0.92618 -0.49710 0.1 -0.1 -0.1
H -0.07817 4.24128 2.93860 0.0 0.1 0.0
H -2.23877 0.10178 2.48190 0.0 -0.1 0.1
H 4.59473 2.57028 -0.02830 0.1 0.0 0.0
H -1.34267 2.19088 -3.58120 -0.1 0.1 -0.1
H 5.52193 -4.17972 -1.03350 0.1 -0.1 0.0
H -3.27797 2.02718 1.32750 0.0 0.0 0.0
H 1.13013 -3.24992 2.85510 0.0 -0.1 0.1
H 1.55073 3.79528 -1.64820 0.0 0.0 -0.1
H -4.33817 -3.91232 -3.36950 -0.1 0.0 -0.1
H 4.31653 -2.23792 -1.92930 0.1 0.0 -0.1
H -4.14997 -0.86872 -1.51430 -0.1 0.0 0.0
H 2.95773 -0.21552 3.04980 0.0 -0.1 0.0
H 5.90233 -3.35922 0.47920 0.1 0.0 0.0
H -3.95457 0.24708 2.90740 -0.1 0.0 0.1
H -5.55697 1.34728 1.12450 0.0 0.0 0.0
H 1.15733 0.52428 3.99920 -0.1 -0.1 0.0
H -5.03197 -4.08352 -1.76210 -0.1 0.0 0.0
H 1.31243 -1.13842 -3.02170 0.0 0.0 0.0
H -5.28387 -2.59172 -2.67580 -0.1 0.0 0.0
H 2.52293 4.72558 -0.51580 0.0 0.1 -0.1
H 0.95423 2.24408 4.33140 0.0 0.0 0.1
H 3.61563 -0.47402 1.43280 0.0 -0.1 -0.1
H 1.67263 0.19528 -1.93050 0.1 -0.1 -0.2
H -4.96017 1.54578 -0.52220 -0.1 0.0 -0.1
H -0.38187 1.32678 3.64730 0.0 -0.1 0.1
H 3.10593 -4.01722 1.74970 0.0 -0.1 0.1
H 5.05333 -4.90212 0.51120 0.0 -0.1 0.0
H 3.56723 2.30358 -1.43860 0.0 0.0 -0.1
H -0.17737 -3.40332 1.67140 -0.1 0.0 0.0
H 0.75783 4.84078 -0.47200 0.0 0.1 -0.1
H 0.31563 -1.80272 2.21250 0.0 -0.1 0.0
H -1.30697 3.33188 2.06490 0.0 0.1 0.1
H -5.15667 -0.07332 0.16840 0.0 -0.1 0.0
H 4.26803 0.80658 2.45530 0.1 0.0 0.0
H -1.21027 0.50978 -3.03910 0.1 -0.1 0.0
H -2.18967 -4.60672 -2.03980 0.0 -0.1 0.0
H -1.61967 3.56898 -0.89410 0.1 0.1 0.1
H -3.42087 -0.99022 1.76330 0.0 -0.1 0.0
H -2.71007 3.83278 -2.26250 0.0 0.1 0.0
H -3.33327 1.38808 -2.19220 0.0 -0.1 0.2
H 2.96903 -0.51272 -2.93040 0.1 0.0 -0.1
H -3.36577 3.39308 -0.68280 -0.1 0.1 0.1
```
Positions in Å, forces in eV/Å.